This record from the OMol25 dataset describes a structure of composition C13H10O6. The level of theory is ωB97M-V/def2-TZVPD.

Cartesian coordinates (Å):
1 O -4.695 -1.389 0.892
2 C -4.175 -0.275 0.663
3 O -4.906 0.899 0.979
4 H -5.864 0.482 1.330
5 C -2.979 -0.099 -0.031
6 C -2.634 1.314 0.039
7 C -1.423 1.547 -0.361
8 C -0.502 0.659 -1.044
9 C -0.957 -0.658 -0.885
10 C -2.116 -0.998 -0.282
11 H -2.555 -1.771 -0.148
12 H -0.379 -1.409 -1.191
13 O 0.737 0.853 -1.541
14 C 1.709 0.157 -1.732
15 C 2.197 -0.701 -0.713
16 C 2.695 -0.293 0.725
17 C 3.043 -1.603 1.415
18 C 2.554 -2.527 0.671
19 O 2.206 -1.915 -0.646
20 H 2.555 -3.486 0.863
21 H 3.391 -1.478 2.251
22 C 2.957 1.199 1.191
23 O 3.373 1.524 2.216
24 O 2.943 2.048 0.212
25 H 3.198 3.056 0.136
26 H 2.577 0.678 -2.231
27 H 1.311 -0.831 -2.507
28 H -0.948 2.851 -0.673
29 H -3.312 2.167 0.403

Output
- Spin multiplicity: 1
- DFT total energy: -25917.316 eV

Atom charges from the Mulliken analysis, given in e for atoms 1 to 4: -0.639, 0.413, -0.507, 0.389